Entry 1:
Below is a molecular structure, C36H36IrN3O7SSbSe, with properties calculated with ωB97M-V/def2-TZVPD.

Computed properties:
HOMO energy (alpha / beta) = -0.5 / -2.9 eV
Orbital gap (alpha / beta) = 4.84 / 7.16 eV
Expectation value of S² = 8.804

```
! RIJCOSX wB97M-V def2-TZVPD def2/J DEFGRID3
* xyz -2 6
Ir 1.132 -1.197 0.678
S 3.271 -1.597 0.496
Sb 1.544 0.800 -1.292
C 0.172 2.103 -2.308
C 0.029 3.428 -1.904
C -0.907 4.258 -2.509
C -1.731 3.760 -3.510
C -1.613 2.433 -3.899
C -0.664 1.609 -3.306
C 1.998 -0.433 -2.996
C 1.294 -1.624 -3.157
C 1.542 -2.450 -4.246
C 2.503 -2.100 -5.183
C 3.213 -0.916 -5.031
C 2.958 -0.087 -3.946
C 3.282 2.062 -1.490
C 4.417 1.718 -0.756
C 5.583 2.465 -0.862
C 5.630 3.574 -1.696
C 4.503 3.932 -2.424
C 3.338 3.180 -2.320
H 0.645 3.813 -1.098
H -1.003 5.290 -2.188
H -2.473 4.401 -3.974
H -2.275 2.023 -4.653
H -0.613 0.567 -3.598
H 0.554 -1.922 -2.424
H 0.983 -3.373 -4.348
H 2.702 -2.750 -6.028
H 3.971 -0.638 -5.756
H 3.522 0.833 -3.839
H 4.387 0.860 -0.091
H 6.455 2.182 -0.284
H 6.539 4.160 -1.775
H 4.529 4.797 -3.077
H 2.470 3.465 -2.902
O 0.106 2.257 1.101
C -0.470 2.778 2.020
C -0.786 4.255 2.067
C -2.122 4.378 1.303
C -3.249 3.410 1.720
C -3.031 1.923 1.368
C -2.157 1.147 2.369
N -1.154 2.037 2.984
H 0.000 4.829 1.577
H -0.894 4.605 3.098
H -1.913 4.200 0.244
H -2.486 5.406 1.390
H -4.150 3.746 1.199
H -3.469 3.527 2.791
H -2.564 1.848 0.383
H -3.994 1.418 1.280
H -1.647 0.337 1.852
H -2.755 0.723 3.179
H -1.591 2.650 3.658
O -3.733 -0.990 -0.301
Se -2.253 -1.010 -0.936
O -1.577 -2.497 -0.258
O -1.279 0.164 -0.392
O -2.182 -1.223 -2.535
C -0.649 -1.742 5.321
N 0.218 -0.727 4.762
C 0.694 0.328 5.493
C 1.465 1.264 4.932
C 1.783 1.191 3.493
O 2.434 2.084 2.959
N 1.317 0.092 2.820
C 0.566 -0.830 3.418
O 0.139 -1.826 2.792
H -0.793 -1.529 6.381
H -0.209 -2.731 5.201
H -1.614 -1.747 4.814
H 0.403 0.341 6.537
H 1.845 2.100 5.499
C -0.196 -2.686 -0.157
C 0.100 -4.069 -0.340
C 1.428 -4.568 -0.276
C 1.708 -5.905 -0.467
C 0.693 -6.829 -0.730
C -0.620 -6.364 -0.799
C -0.918 -5.028 -0.615
H 2.232 -3.872 -0.082
H 2.740 -6.237 -0.415
H 0.920 -7.878 -0.881
H -1.427 -7.060 -1.006
H -1.943 -4.692 -0.680
*
```


Entry 2:
Below is a molecular structure, C34H37F6N2OPdSSbSi, with properties calculated with ωB97M-V/def2-TZVPD.

Computed properties:
HOMO energy (alpha / beta) = -4.3 / -5.7 eV
Orbital gap (alpha / beta) = 6.60 / 7.83 eV
Expectation value of S² = 0.754

```
! RIJCOSX wB97M-V def2-TZVPD def2/J DEFGRID3
* xyz -1 2
Pd -0.329 -0.751 -0.197
N -2.180 -2.106 -0.016
C -1.910 -3.540 -0.216
C -1.209 -4.111 1.007
C -2.122 -4.219 2.241
C -1.517 -3.616 3.510
N -1.377 -2.164 3.504
H -2.652 -1.962 0.871
H -2.789 -1.753 -0.746
H -1.272 -3.630 -1.096
H -2.834 -4.096 -0.417
H -0.348 -3.474 1.223
H -0.808 -5.095 0.757
H -2.380 -5.267 2.424
H -3.078 -3.712 2.055
H -0.524 -4.046 3.675
H -2.124 -3.896 4.375
H -0.764 -1.855 2.752
H -2.278 -1.716 3.382
F 4.012 0.812 -1.138
Sb 5.790 0.867 -0.460
F 5.136 1.856 1.032
F 6.087 2.480 -1.396
F 7.541 0.932 0.250
F 5.435 -0.720 0.518
F 6.383 -0.142 -1.941
O 0.931 -1.604 1.604
S 2.072 -0.593 1.592
C 2.791 -0.706 3.228
C 2.126 -1.394 4.231
C 2.707 -1.467 5.489
C 3.933 -0.861 5.726
C 4.587 -0.182 4.707
C 4.022 -0.103 3.443
C 1.277 0.998 1.726
C 0.284 1.222 2.674
C -0.375 2.438 2.670
C -0.038 3.412 1.733
C 0.956 3.176 0.798
C 1.623 1.957 0.786
H 1.170 -1.859 4.029
H 2.198 -1.998 6.283
H 4.384 -0.923 6.709
H 5.548 0.283 4.887
H 4.528 0.416 2.641
H 0.031 0.452 3.395
H -1.155 2.630 3.396
H -0.569 4.355 1.724
H 1.204 3.930 0.063
H 2.402 1.749 0.062
C -2.747 4.614 -0.443
C -1.808 4.581 -1.463
C -1.336 3.364 -1.940
C -1.777 2.151 -1.407
C -2.709 2.212 -0.365
C -3.200 3.420 0.107
Si -1.092 0.467 -1.975
C 0.139 0.855 -3.356
C 1.502 0.926 -3.059
C 2.438 1.280 -4.023
C 2.020 1.559 -5.316
C 0.670 1.485 -5.638
C -0.258 1.139 -4.666
C -2.551 -0.409 -2.845
C -3.877 0.025 -2.816
C -4.902 -0.723 -3.388
C -4.620 -1.929 -4.012
C -3.305 -2.379 -4.064
C -2.293 -1.629 -3.486
H -3.119 5.562 -0.072
H -1.442 5.507 -1.893
H -0.604 3.358 -2.741
H -3.044 1.290 0.102
H -3.924 3.434 0.914
H 1.848 0.698 -2.057
H 3.486 1.331 -3.754
H 2.745 1.832 -6.074
H 0.342 1.700 -6.649
H -1.310 1.088 -4.931
H -4.118 0.971 -2.343
H -5.922 -0.359 -3.350
H -5.415 -2.513 -4.459
H -3.072 -3.317 -4.556
H -1.271 -1.995 -3.529
*
```


Total energy / eV: -142273.789, -85928.776